(1)
Computed, not measured: a structure of composition C35H45LaN3O7PS4 at a distorted geometry, with ωB97M-V/def2-TZVPD.

Output
LUMO, eV: 3.9051
Highest occupied orbital energy, eV: -2.21
Gap between HOMO and LUMO, eV: 6.112
Calculated total energy, eV: -109325.069

```
! wB97M-V def2-TZVPD RIJCOSX def2/J DEFGRID3
* xyz -2 1
La -1.626 1.337 -1.515
O -4.374 4.409 -1.103
S -4.654 3.196 -1.834
O -5.638 3.331 -2.875
O -3.415 2.520 -2.340
C -5.314 1.990 -0.669
C -6.550 1.458 -1.024
C -7.125 0.434 -0.294
C -6.469 -0.089 0.806
C -5.244 0.425 1.181
C -4.656 1.464 0.462
S -3.016 1.848 1.074
O -3.152 2.101 2.476
O -2.223 0.630 0.738
O -2.454 2.943 0.278
H -7.030 1.849 -1.909
H -8.076 0.022 -0.609
H -6.900 -0.911 1.364
H -4.711 0.013 2.028
S -3.836 -0.563 -2.290
C -3.208 -2.173 -2.156
C -4.092 -3.249 -1.960
C -3.670 -4.565 -1.873
C -4.650 -5.619 -1.693
N -5.435 -6.451 -1.563
C -2.304 -4.853 -1.972
C -1.414 -3.807 -2.157
C -1.821 -2.472 -2.260
S -0.592 -1.252 -2.519
C -1.806 -6.211 -1.888
N -1.391 -7.283 -1.823
H -5.149 -3.029 -1.876
H -0.355 -4.027 -2.222
N -1.531 5.122 -1.670
C -0.718 4.306 -2.396
O -1.057 3.797 -3.463
C 0.638 4.027 -1.806
C 0.564 2.691 -1.008
H -2.533 5.036 -1.815
H -1.297 5.194 -0.692
H 0.961 4.885 -1.202
H 1.323 3.917 -2.647
H 0.422 2.944 0.052
H 1.542 2.207 -1.073
C -0.312 -2.698 1.082
C 0.791 -3.753 1.108
C 2.182 -3.090 1.040
C 2.235 -1.726 1.791
C 1.183 -1.768 2.914
C -0.256 -1.858 2.370
P 2.017 -0.253 0.655
C 3.451 -0.576 -0.509
C 2.949 -1.321 -1.786
C 2.836 -0.370 -2.975
C 4.212 0.173 -3.378
C 5.081 0.446 -2.136
C 4.208 0.705 -0.909
C 2.702 1.143 1.672
C 1.626 1.733 2.603
C 2.240 2.836 3.460
C 3.281 2.244 4.438
C 3.842 0.902 3.941
C 4.037 0.909 2.426
H -1.296 -3.155 0.965
H -0.168 -2.056 0.210
H 0.677 -4.458 0.281
H 0.703 -4.338 2.030
H 2.461 -2.967 -0.005
H 2.927 -3.760 1.480
H 3.225 -1.625 2.245
H 1.280 -0.910 3.579
H 1.398 -2.648 3.531
H -0.653 -0.860 2.171
H -0.892 -2.308 3.138
H 4.162 -1.231 0.012
H 1.962 -1.755 -1.624
H 3.630 -2.144 -2.035
H 2.167 0.451 -2.698
H 2.357 -0.879 -3.813
H 4.095 1.087 -3.966
H 4.714 -0.555 -4.023
H 5.751 1.292 -2.310
H 5.720 -0.421 -1.929
H 3.504 1.510 -1.143
H 4.824 1.053 -0.082
H 2.864 1.914 0.916
H 1.199 0.975 3.262
H 0.802 2.110 1.999
H 1.465 3.371 4.013
H 2.715 3.566 2.797
H 2.826 2.102 5.422
H 4.106 2.950 4.574
H 3.162 0.088 4.211
H 4.792 0.691 4.441
H 4.512 -0.023 2.108
H 4.744 1.708 2.174
*
```

Mulliken atomic charge list, values in e, 5 entries:
1 La 1.7296
2 O -0.8181
3 S 1.8530
4 O -0.8312
5 O -0.4357


(2)
Computed, not measured: a structure of composition C35H45N2O2SSb2W at a distorted geometry, with ωB97M-V/def2-TZVPD.

Output
LUMO, eV: -9.7030
Highest occupied orbital energy, eV: -15.49
Gap between HOMO and LUMO, eV: 5.787
Calculated total energy, eV: -69810.600

```
! wB97M-V def2-TZVPD RIJCOSX def2/J DEFGRID3
* xyz 3 1
W 0.042 0.248 1.219
C -1.370 0.622 2.965
C -0.321 -0.168 3.490
C 0.883 0.569 3.411
C 0.611 1.827 2.825
C -0.795 1.875 2.565
H -2.420 0.394 3.058
H -0.465 -1.088 4.037
H 1.819 0.275 3.861
H 1.322 2.634 2.728
H -1.351 2.745 2.258
C 4.233 -0.100 2.245
Sb 2.542 -0.972 1.316
C 3.456 -2.117 -0.199
C 2.160 -2.557 2.745
C 2.192 -3.929 2.132
C 3.382 -4.649 2.153
C 3.475 -5.916 1.599
C 2.361 -6.484 1.000
C 1.164 -5.785 0.987
C 1.053 -4.515 1.554
C -0.316 -3.880 1.581
Sb -0.576 -2.239 0.226
C 0.454 -3.034 -1.442
C -2.570 -2.496 -0.409
H 4.844 0.417 1.508
H 4.800 -0.931 2.662
H 3.959 0.596 3.033
H 4.461 -2.306 0.177
H 3.512 -1.585 -1.146
H 2.923 -3.058 -0.302
H 1.197 -2.357 3.210
H 2.935 -2.447 3.504
H 4.254 -4.213 2.630
H 4.406 -6.463 1.650
H 2.416 -7.471 0.564
H 0.287 -6.248 0.549
H -0.618 -3.548 2.575
H -1.062 -4.598 1.238
H -0.297 -3.203 -2.211
H 0.880 -3.981 -1.111
H 1.238 -2.390 -1.827
H -2.613 -3.454 -0.926
H -2.861 -1.693 -1.083
H -3.240 -2.520 0.449
C -0.336 1.884 -2.811
S 0.417 0.441 -2.105
O 0.820 0.757 -0.616
C 1.990 0.447 -2.910
C 2.022 -0.048 -4.210
C 3.223 -0.003 -4.900
C 4.359 0.516 -4.290
C 4.307 0.990 -2.986
C 3.113 0.962 -2.277
H 0.258 2.763 -2.564
H -1.355 1.961 -2.450
H -0.318 1.700 -3.887
H 1.140 -0.470 -4.678
H 3.272 -0.374 -5.915
H 5.293 0.542 -4.834
H 5.196 1.394 -2.521
H 3.059 1.334 -1.263
C -5.033 4.131 0.357
N -4.420 2.798 0.242
N -3.089 2.598 -0.047
C -2.793 1.293 0.230
O -1.613 0.791 0.001
C -3.957 0.683 0.689
C -4.947 1.652 0.691
C -6.376 1.557 1.098
C -2.325 3.604 -0.742
C -2.919 4.243 -1.823
C -2.238 5.255 -2.482
C -0.963 5.621 -2.072
C -0.355 4.935 -1.029
C -1.031 3.923 -0.361
H -4.255 4.885 0.409
H -5.613 4.153 1.276
H -5.682 4.328 -0.493
H -4.069 -0.349 0.967
H -6.625 0.527 1.339
H -7.031 1.894 0.294
H -6.579 2.173 1.976
H -3.899 3.940 -2.170
H -2.708 5.754 -3.319
H -0.446 6.433 -2.564
H 0.651 5.194 -0.725
H -0.533 3.384 0.429
*
```

Mulliken atomic charge list, values in e, 5 entries:
1 W 1.5637
2 C -0.2380
3 C -0.5204
4 C -0.9369
5 C -0.8817


(3)
Computed, not measured: a structure of composition C35H47Br2CsN8OS, with ωB97M-V/def2-TZVPD.

Output
LUMO, eV: 0.0662
Highest occupied orbital energy, eV: -6.79
Gap between HOMO and LUMO, eV: 6.852
Calculated total energy, eV: -202497.441

```
! wB97M-V def2-TZVPD RIJCOSX def2/J DEFGRID3
* xyz 0 1
Cs -0.605 0.762 -0.873
N 0.415 -2.734 1.162
C 0.172 -1.890 2.237
C 0.286 -2.294 3.568
C 0.067 -1.353 4.556
C -0.230 -0.040 4.204
C -0.293 0.269 2.857
N -0.116 -0.639 1.896
C -0.100 -3.998 0.939
C -0.876 -4.696 1.873
C -1.340 -5.949 1.527
C -1.040 -6.478 0.278
C -0.286 -5.695 -0.579
N 0.174 -4.487 -0.271
H 0.830 -2.292 0.345
H 0.579 -3.306 3.811
H 0.152 -1.636 5.597
H -0.395 0.724 4.950
H -0.496 1.282 2.519
H -1.125 -4.264 2.831
H -1.943 -6.509 2.230
H -1.386 -7.455 -0.026
H -0.036 -6.051 -1.573
C -4.278 1.531 1.115
C -3.771 2.891 0.729
C -4.640 4.005 0.687
C -4.147 5.227 0.340
C -2.774 5.378 0.038
C -2.173 6.601 -0.346
Br -3.210 8.187 -0.492
C -0.838 6.661 -0.627
C -0.048 5.514 -0.520
Br 1.803 5.640 -0.930
C -0.527 4.263 -0.125
O 0.208 3.230 -0.003
C -1.970 4.218 0.131
N -2.494 3.002 0.462
H -4.199 1.389 2.196
H -3.681 0.759 0.630
H -5.326 1.402 0.839
H -5.689 3.878 0.923
H -4.796 6.091 0.291
H -0.385 7.594 -0.931
C 5.357 1.552 -2.405
C 4.645 2.013 -3.672
C 3.295 2.687 -3.444
C 2.223 1.814 -2.789
N 2.346 1.758 -1.341
C 2.550 0.654 -0.594
S 2.497 -0.918 -1.222
N 2.735 0.911 0.715
C 3.073 -0.054 1.749
C 4.536 0.025 2.168
C 5.516 -0.385 1.077
C 6.965 -0.271 1.531
H 6.377 1.235 -2.627
H 4.843 0.704 -1.953
H 5.408 2.356 -1.666
H 4.505 1.154 -4.336
H 5.284 2.717 -4.212
H 2.902 3.012 -4.411
H 3.420 3.594 -2.847
H 2.255 0.793 -3.171
H 1.240 2.238 -3.028
H 2.026 2.596 -0.849
H 2.759 1.886 0.981
H 2.840 -1.042 1.358
H 2.432 0.132 2.613
H 4.666 -0.623 3.042
H 4.764 1.043 2.506
H 5.358 0.240 0.195
H 5.297 -1.409 0.764
H 7.206 0.756 1.815
H 7.654 -0.567 0.740
H 7.158 -0.907 2.398
C -3.188 -2.098 0.091
C -3.870 -3.460 -0.205
N -4.211 -3.555 -1.625
C -5.144 -2.482 -1.966
C -4.522 -1.102 -1.622
N -3.152 -1.278 -1.128
C -2.373 -1.994 -2.151
C -2.989 -3.393 -2.413
H -2.160 -2.231 0.437
H -3.725 -1.542 0.863
H -4.788 -3.578 0.374
H -3.210 -4.293 0.045
H -6.073 -2.645 -1.417
H -5.374 -2.559 -3.031
H -5.095 -0.588 -0.848
H -4.492 -0.447 -2.496
H -1.339 -2.087 -1.807
H -2.368 -1.386 -3.060
H -2.292 -4.184 -2.129
H -3.236 -3.526 -3.468
*
```

Mulliken atomic charge list, values in e, 5 entries:
1 Cs 1.5628
2 N 0.5706
3 C 0.0157
4 C -0.8500
5 C -0.7596


(4)
Computed, not measured: a structure of composition C35H47BrCoF3N2O2P, with ωB97M-V/def2-TZVPD.

Output
LUMO (spin up / spin down), eV: -0.2036 / -0.1522
Highest occupied orbital energy (spin up / spin down), eV: -7.85 / -7.86
Gap between HOMO and LUMO (spin up / spin down), eV: 7.647 / 7.707
Calculated total energy, eV: -169243.763

```
! wB97M-V def2-TZVPD RIJCOSX def2/J DEFGRID3
* xyz 0 2
Co -0.035 -0.594 -0.492
O 2.622 -2.213 2.257
C 1.955 -3.382 2.143
C 1.839 -4.179 3.278
C 1.185 -5.395 3.215
C 0.641 -5.831 2.015
C 0.761 -5.032 0.889
C 1.403 -3.799 0.922
C 1.613 -2.938 -0.332
O 1.649 -1.598 -0.071
N 0.577 -3.200 -1.363
N -0.402 -2.300 -1.475
C -1.471 -2.570 -2.126
C -2.457 -1.549 -2.437
Br -1.750 0.214 -2.587
C -3.747 -1.763 -2.690
C -4.407 -3.061 -2.480
C -5.355 -3.515 -3.397
C -5.982 -4.736 -3.212
C -5.680 -5.512 -2.101
C -4.755 -5.058 -1.172
C -4.123 -3.838 -1.356
H 2.426 -1.718 1.420
H 2.269 -3.816 4.203
H 1.097 -6.005 4.106
H 0.128 -6.782 1.955
H 0.334 -5.405 -0.036
H 2.551 -3.269 -0.810
H 0.312 -4.155 -1.550
H -1.660 -3.571 -2.508
H -4.357 -0.944 -3.051
H -5.594 -2.909 -4.264
H -6.710 -5.082 -3.935
H -6.174 -6.464 -1.954
H -4.533 -5.648 -0.292
H -3.428 -3.469 -0.610
F -2.707 -0.612 0.361
C -1.415 -0.883 0.751
F -1.455 -2.204 1.114
F -1.273 -0.220 1.941
C 2.799 2.394 3.869
C 3.409 1.370 2.896
C 2.374 0.894 1.870
C 1.444 2.046 1.490
C 0.560 2.401 2.707
C 1.303 2.145 4.029
P 0.482 1.622 -0.013
C -0.848 2.885 -0.215
C -0.371 4.351 -0.167
C -1.544 5.314 0.069
C -2.808 4.792 -0.606
C -3.259 3.475 0.051
C -2.083 2.712 0.674
C 1.572 2.027 -1.469
C 2.608 3.163 -1.293
C 4.014 2.605 -1.101
C 4.479 1.855 -2.358
C 3.304 1.156 -3.061
C 2.240 0.765 -2.043
H 2.949 3.411 3.492
H 3.307 2.351 4.833
H 3.783 0.502 3.442
H 4.266 1.813 2.381
H 1.758 0.101 2.300
H 2.868 0.452 1.002
H 2.054 2.923 1.246
H -0.363 1.819 2.693
H 0.274 3.455 2.645
H 1.143 1.111 4.347
H 0.879 2.776 4.812
H -1.180 2.680 -1.241
H 0.123 4.601 -1.110
H 0.375 4.489 0.621
H -1.281 6.308 -0.298
H -1.730 5.423 1.141
H -2.599 4.633 -1.669
H -3.608 5.532 -0.563
H -3.750 2.839 -0.691
H -4.003 3.677 0.824
H -2.346 1.665 0.801
H -1.868 3.103 1.670
H 0.839 2.355 -2.216
H 2.347 3.822 -0.465
H 2.596 3.795 -2.187
H 4.018 1.934 -0.236
H 4.710 3.411 -0.862
H 5.239 1.120 -2.084
H 4.958 2.553 -3.048
H 3.654 0.277 -3.604
H 2.856 1.821 -3.806
H 2.683 0.150 -1.258
H 1.479 0.128 -2.510
*
```

Mulliken atomic charge list, values in e, 5 entries:
1 Co -0.0356
2 O -0.7106
3 C 0.4159
4 C -0.6657
5 C -0.4480


(5)
Computed, not measured: a structure of composition C35H47BrN4P2Pt at a distorted geometry, with ωB97M-V/def2-TZVPD.

Output
LUMO (spin up / spin down), eV: -11.5416 / -15.0830
Highest occupied orbital energy (spin up / spin down), eV: -17.43 / -17.36
Gap between HOMO and LUMO (spin up / spin down), eV: 5.885 / 2.279
Calculated total energy, eV: -134840.869

```
! wB97M-V def2-TZVPD RIJCOSX def2/J DEFGRID3
* xyz 4 5
N -2.005 0.659 -6.527
C -2.100 -0.527 -5.935
C -1.627 -0.745 -4.639
C -1.099 0.340 -3.904
C -0.946 1.577 -4.567
C -1.444 1.679 -5.885
C -1.071 0.206 -2.410
Pt 0.044 0.740 -0.720
P -0.058 1.526 1.341
C -1.631 1.333 -1.622
C -2.939 1.162 -0.934
C -3.616 2.333 -0.559
C -4.793 2.253 0.183
C -5.289 0.986 0.573
C -4.632 -0.186 0.143
C -3.469 -0.094 -0.632
Br -6.761 0.885 1.609
H -1.440 -0.792 -2.157
H -1.524 2.324 -2.075
H -1.747 -1.729 -4.189
H -0.524 2.460 -4.088
H -2.575 -1.335 -6.498
H -1.386 2.630 -6.421
H -3.215 3.304 -0.853
H -2.983 -1.003 -0.967
H -5.318 3.165 0.458
H -5.022 -1.167 0.401
P 2.359 1.013 -0.990
C -1.628 1.155 2.258
C -2.044 2.135 3.346
H -1.495 0.151 2.678
H -2.425 1.085 1.510
H -3.033 1.871 3.740
H -1.348 2.109 4.192
H -2.108 3.155 2.963
C 0.020 3.370 1.366
C 0.343 4.066 2.689
H -0.964 3.707 0.995
H 0.758 3.683 0.611
H 0.429 5.150 2.514
H -0.436 3.941 3.449
H 1.291 3.719 3.115
C 1.289 0.882 2.434
C 1.017 0.829 3.937
H 2.152 1.540 2.252
H 1.570 -0.122 2.092
H 1.837 0.283 4.435
H 0.986 1.841 4.370
H 0.085 0.309 4.195
C 3.440 -0.205 -0.177
C 4.892 -0.300 -0.652
H 2.955 -1.189 -0.279
H 3.416 0.046 0.897
H 4.974 -0.803 -1.619
H 5.376 0.678 -0.719
H 5.447 -0.894 0.076
C 3.004 2.652 -0.458
C 2.411 3.819 -1.230
H 4.093 2.597 -0.596
H 2.828 2.752 0.624
H 2.952 3.975 -2.169
H 1.353 3.671 -1.479
H 2.491 4.743 -0.647
C 2.716 0.971 -2.774
C 2.443 -0.354 -3.468
H 3.782 1.244 -2.866
H 2.120 1.776 -3.234
H 2.926 -0.351 -4.452
H 2.833 -1.211 -2.908
H 1.370 -0.515 -3.631
N 0.053 -8.250 5.464
C 0.016 -7.405 4.650
C 0.002 -6.387 3.645
C 0.483 -6.685 2.363
C 0.503 -5.699 1.376
C 0.060 -4.406 1.687
C -0.456 -4.105 2.951
C -0.479 -5.100 3.931
N 0.161 -3.407 0.698
C 0.561 -3.612 -0.629
C 0.552 -2.393 -1.237
N 0.152 -1.440 -0.307
C -0.107 -2.081 0.832
H 0.850 -7.685 2.127
H 0.874 -5.938 0.379
H -0.843 -3.110 3.171
H -0.868 -4.881 4.925
H 0.803 -4.577 -1.046
H 0.823 -2.151 -2.259
H -0.445 -1.649 1.764
*
```

Mulliken atomic charge list, values in e, 5 entries:
1 N 0.1018
2 C -0.6358
3 C -0.2398
4 C 1.1660
5 C -0.2808